The following is a quantum chemistry calculation of C3H7NO3 in the gas phase, from OMol25.

- E_LUMO: 0.65 eV
- ΔE to the lowest compared entry with this formula, charge and spin: 158.8 kJ/mol
- Gap between HOMO and LUMO: 0.3718 Ha
- Calculated total energy: -10856.721 eV
- Structure (SMILES): N[C@H](CO)C(=O)O

Atoms and positions in Å:
N  0.48752  0.05627  1.63408
C  0.47223  0.04590  0.17322
C  -0.06884  1.42142  -0.30092
O  0.76425  2.38886  0.24014
C  -0.25016  -1.15740  -0.36834
O  0.10847  -2.26898  -0.58458
O  -1.48535  -0.75096  -0.79346
H  1.13631  0.75541  1.94458
H  0.72728  -0.84431  2.05287
H  1.48627  0.13945  -0.24604
H  -0.00471  1.33155  -1.40424
H  -1.14001  1.57638  -0.18668
H  0.82009  3.17716  -0.26333
H  -2.06344  -1.51463  -0.98850

The following is a quantum chemistry calculation of a molecular structure, C28H26N4O2PRuS3, from OMol25.

- Charge: +1
- E_LUMO: -2.19 eV
- ΔE to the lowest compared entry with this formula, charge and spin: 4.0 kJ/mol
- Gap between HOMO and LUMO: 0.3063 Ha
- Calculated total energy: -83886.458 eV

Atoms and positions in Å:
Ru  0.87832  -0.61569  -0.29907
O  2.87124  -0.28882  -0.38334
N  3.66412  -1.37154  -0.42842
C  4.98318  -1.12770  -0.60279
C  5.88089  -2.15440  -0.63380
C  5.41205  -3.46453  -0.48710
C  4.06979  -3.68500  -0.31698
C  3.16583  -2.61370  -0.28340
S  1.46491  -2.82545  -0.03915
H  5.22606  -0.08157  -0.70855
H  6.92875  -1.93779  -0.77589
H  6.10070  -4.29747  -0.51308
H  3.66884  -4.68227  -0.20617
S  0.36578  -0.62704  -3.55429
C  0.59985  -0.61300  -2.02758
C  -4.38736  -0.10612  3.32346
C  -3.80010  0.70122  2.16653
C  -2.96231  -0.12342  1.24706
N  -1.71201  0.07024  1.04287
N  -1.15700  -0.84156  0.17800
C  -2.01332  -1.73169  -0.26406
N  -1.71897  -2.71525  -1.12814
S  -3.60373  -1.48299  0.35640
H  -5.00703  0.53163  3.95164
H  -3.59630  -0.53056  3.94184
H  -5.01274  -0.92532  2.96525
H  -3.15409  1.49801  2.53468
H  -4.60047  1.17239  1.59085
H  -0.75393  -2.87391  -1.37767
H  -2.38233  -3.44661  -1.30776
O  0.65204  1.51491  -0.13553
P  1.18349  2.28091  1.05614
C  2.43067  3.45371  0.53769
C  3.11252  3.20928  -0.65139
C  4.10965  4.08231  -1.06078
C  4.42594  5.18830  -0.28449
C  3.74611  5.43194  0.90258
C  2.74538  4.56725  1.31469
C  1.93514  1.14523  2.22836
C  1.11104  0.13689  2.74129
C  1.66076  -0.88805  3.49616
C  3.02690  -0.90454  3.74893
C  3.84131  0.10298  3.25271
C  3.29978  1.12573  2.48555
C  -0.12782  3.16753  1.89486
C  -1.16059  3.69290  1.11970
C  -2.16733  4.42817  1.72329
C  -2.15033  4.63262  3.09793
C  -1.12945  4.10123  3.87276
C  -0.11469  3.36878  3.27244
H  2.85274  2.34179  -1.24554
H  4.63562  3.90311  -1.98909
H  5.20176  5.86954  -0.60840
H  3.99008  6.29985  1.50028
H  2.20240  4.76739  2.23110
H  0.03952  0.17025  2.56408
H  1.02517  -1.67134  3.88748
H  3.45712  -1.70413  4.33769
H  4.90379  0.08964  3.45773
H  3.94116  1.89543  2.07503
H  -1.17225  3.51811  0.05101
H  -2.96649  4.84296  1.12311
H  -2.93763  5.20854  3.56672
H  -1.12116  4.25816  4.94313
H  0.67903  2.94778  3.87829

The following is a quantum chemistry calculation of a molecular structure, C37H41BClIrN3O6, from OMol25.

- Charge: -1
- E_LUMO (spin up / spin down): 2.43 / 1.03 eV
- ΔE to the lowest compared entry with this formula, charge and spin: 0.0 kJ/mol
- Gap between HOMO and LUMO (spin up / spin down): 0.1788 / 0.2198 Ha
- 2S+1: 5
- Calculated total energy: -71832.001 eV

Atoms and positions in Å:
Ir  -0.17485  0.27871  -0.32988
O  1.45870  -5.46042  -4.33782
C  1.47287  -5.54885  -2.92193
C  0.90480  -4.30851  -2.29844
C  0.91347  -4.19008  -0.88992
C  0.48858  -3.00582  -0.33757
N  0.04887  -1.95966  -1.03432
C  0.03444  -2.05415  -2.40606
C  0.44383  -3.25929  -3.03647
C  -0.26212  -0.88130  -3.13232
C  -0.45074  -0.84623  -4.53763
C  -0.55023  0.34436  -5.20348
C  -0.85680  0.39663  -6.67705
O  -1.75804  -0.62283  -7.09843
C  -0.38776  1.54044  -4.46605
C  -0.26469  1.44519  -3.10211
N  -0.29056  0.30049  -2.42068
H  1.91934  -6.22068  -4.69598
H  2.49797  -5.67493  -2.55106
H  0.89480  -6.42077  -2.58669
H  1.27184  -4.99083  -0.25627
H  0.52329  -2.89664  0.73709
H  0.46353  -3.32729  -4.11401
H  -0.52691  -1.77500  -5.08647
H  0.04867  0.25669  -7.27289
H  -1.26499  1.38455  -6.92174
H  -2.42736  -0.70804  -6.41112
H  -0.40196  2.50659  -4.95093
H  -0.13763  2.34926  -2.52411
C  3.29617  2.93095  4.71780
C  2.58134  2.79510  3.39586
C  2.79213  3.71795  2.37869
C  2.08955  3.60048  1.18245
C  2.29143  4.57286  0.05082
C  1.20538  2.55639  1.02488
C  1.01674  1.53920  1.99060
C  1.71050  1.73517  3.20556
N  0.20310  0.46749  1.66520
C  -0.14037  -0.54896  2.67973
C  1.12489  -1.34398  3.08033
C  0.77125  -2.42155  4.10586
C  -0.19162  -3.42572  3.47504
C  -1.46128  -2.68796  3.05235
C  -2.13629  -2.08284  4.28525
C  -1.17855  -1.07040  4.91648
C  0.11426  -1.77904  5.33281
C  -0.84683  0.04634  3.92054
C  -1.13594  -1.55643  2.07257
H  3.99332  3.76826  4.69934
H  3.85781  2.02607  4.95651
H  2.57942  3.10224  5.52368
H  3.49745  4.53025  2.51565
H  2.98879  5.36090  0.33543
H  1.34214  5.02756  -0.23791
H  2.69050  4.05270  -0.82185
H  0.64173  2.51109  0.09800
H  1.61894  1.04792  4.02968
H  1.89172  -0.69115  3.49134
H  1.55755  -1.77760  2.17637
H  1.68858  -2.93112  4.41807
H  -0.43320  -4.21939  4.19088
H  0.28146  -3.89393  2.60660
H  -2.14312  -3.39139  2.56492
H  -2.38383  -2.86689  5.00925
H  -3.06375  -1.58392  3.99014
H  -1.65120  -0.62186  5.79665
H  -0.10187  -2.54775  6.08292
H  0.80135  -1.05754  5.78877
H  -0.23802  0.79679  4.41970
H  -1.75635  0.54271  3.58599
H  -2.05961  -1.03575  1.83634
H  -0.73548  -1.95843  1.14510
Cl  -3.01163  1.41728  1.33150
O  2.72600  -1.17562  0.52307
C  2.84652  -0.44734  -0.45962
O  2.01223  0.36748  -0.97438
H  3.82792  -0.44952  -0.99899
O  -1.72006  2.93358  -0.51004
B  -2.07283  1.53059  -0.25860
O  -2.96751  1.14268  -1.35316
C  -3.11186  2.22254  -2.14240
C  -3.85159  2.35298  -3.29744
C  -3.82929  3.58871  -3.94753
C  -3.08790  4.65009  -3.45159
C  -2.33653  4.51817  -2.28073
C  -2.36706  3.29921  -1.63868
H  -4.41805  1.51962  -3.69277
H  -4.39942  3.71173  -4.86034
H  -3.09436  5.59827  -3.97514
H  -1.74513  5.33313  -1.88313

The following is a quantum chemistry calculation of a gas-phase ion, C4H7O2S4 (charge -1), from OMol25.

- Charge: -1
- E_LUMO: 2.96 eV
- ΔE to the lowest compared entry with this formula, charge and spin: 0.0 kJ/mol
- Gap between HOMO and LUMO: 0.2962 Ha
- Calculated total energy: -51698.750 eV
- Structure (SMILES): O=C([O-])[C@@H](S)[C@H](S)C(S)S

Atoms and positions in Å:
O  1.12027  -2.12314  0.28588
C  1.73748  -1.09670  -0.13465
O  2.47697  -0.99423  -1.08005
C  1.29864  0.29226  0.40030
S  2.59799  1.51355  0.18696
C  0.01259  0.72585  -0.22377
S  -0.55837  2.28534  0.41957
C  -0.97908  -0.35428  -0.29233
S  -2.44040  0.46717  -1.09246
S  -1.25830  -1.16076  1.34738
H  1.18446  0.25906  1.48915
H  3.30931  0.73737  -0.64127
H  0.43570  0.93461  -1.27101
H  -0.93774  1.73534  1.47407
H  -0.51944  -1.09172  -0.96231
H  -3.18823  -0.52132  -0.88162
H  -0.03497  -1.75909  0.92750

The following is a quantum chemistry calculation of a molecular structure, CH4O4, from OMol25.

- E_LUMO (spin up / spin down): -1.56 / -0.87 eV
- ΔE to the lowest compared entry with this formula, charge and spin: 561.2 kJ/mol
- Gap between HOMO and LUMO (spin up / spin down): 0.3027 / 0.3253 Ha
- Calculated total energy: -9286.470 eV

Atoms and positions in Å:
C  -1.02703  -0.73995  0.73305
O  -1.88664  -0.19119  -0.11583
O  -0.95126  -1.86743  1.08509
H  -2.46807  -0.88032  -0.49497
H  0.41269  1.26159  -0.47179
O  0.85045  0.52899  -0.00272
O  2.25472  1.24704  -0.78398
H  2.77595  0.43388  -0.86702
H  0.03917  0.20739  0.91816

The following is a quantum chemistry calculation of C4H5NO in the gas phase, from OMol25.

- E_LUMO: 0.11 eV
- ΔE to the lowest compared entry with this formula, charge and spin: 391.4 kJ/mol
- Gap between HOMO and LUMO: 0.2879 Ha
- Calculated total energy: -7762.470 eV

Atoms and positions in Å:
N  1.55220  -0.62367  -0.24239
C  0.23531  -0.00324  0.00299
C  -0.20029  1.17071  0.53572
O  -1.54408  1.12752  0.47659
C  -1.87316  -0.10045  -0.10267
C  -0.80374  -0.87220  -0.43037
H  2.15284  -0.16632  -0.93177
H  2.09876  -0.87398  0.58448
H  0.22984  2.06680  0.96357
H  -2.94071  -0.24300  -0.19837
H  1.09302  -1.48216  -0.65778